(1)
{"formula": "C21H15FN2O2", "method": "ωB97M-V with the def2-TZVPD basis set", "smiles": "N#Cc1ccc([C@@H]([C@H](c2ccccc2)c2cccc(F)c2)[N+](=O)[O-])cc1", "de_lowest_ev": 0.000, "homo_ev": -9.42, "e_tot_ev": -31808.8211, "multiplicity": 1, "gap_ev": 8.673, "elements": ["C", "N", "O", "O", "C", "C", "C", "C", "C", "N", "C", "C", "H", "H", "H", "H", "H", "F", "C", "C", "C", "C", "C", "C", "C", "C", "C", "C", "C", "C", "C", "H", "H", "H", "H", "H", "H", "H", "H", "H", "H"], "xyz": [[0.1536, 0.1675, 1.2326], [-0.1850, -0.5014, 2.5998], [-1.0538, -0.0042, 3.3609], [0.4298, -1.5428, 2.9165], [1.5409, -0.4175, 0.9734], [1.7350, -1.8045, 1.0956], [3.0328, -2.3247, 1.1345], [4.1390, -1.4756, 1.0548], [5.4632, -2.0089, 1.2693], [6.5271, -2.4716, 1.4336], [3.9345, -0.1123, 0.8337], [2.6354, 0.3964, 0.6743], [0.1670, 1.2697, 1.3883], [0.9235, -2.5314, 1.0830], [3.1752, -3.3938, 1.2999], [4.7876, 0.5660, 0.7868], [2.4773, 1.4411, 0.3710], [-5.1375, 1.2170, -1.8702], [-4.4281, 1.0209, -0.7012], [-5.0084, 1.3599, 0.5189], [-4.1896, 1.2945, 1.6551], [-2.8589, 0.8402, 1.5535], [-2.2971, 0.4252, 0.3417], [-0.8754, -0.1783, 0.1786], [-0.2941, 0.0984, -1.2064], [0.4788, -0.8649, -1.8616], [1.1465, -0.5110, -3.0294], [0.9414, 0.7380, -3.6183], [0.1370, 1.6913, -2.9838], [-0.4326, 1.3844, -1.7446], [-3.1220, 0.5355, -0.7947], [-6.0432, 1.6889, 0.5730], [-4.5924, 1.5996, 2.6283], [-2.2758, 0.7774, 2.4678], [-1.0090, -1.2758, 0.2501], [0.5530, -1.8674, -1.4343], [1.8256, -1.2320, -3.4757], [1.4308, 0.9610, -4.5646], [-0.0674, 2.6633, -3.4357], [-1.0244, 2.1168, -1.1786], [-2.7401, 0.2651, -1.7761]], "forces_ev_per_a": [[1.054, 0.166, 0.525], [-0.909, -1.094, 2.993], [2.896, -1.177, -1.419], [-2.240, 2.579, 0.275], [0.158, 0.203, -0.826], [1.274, -0.425, -1.087], [-0.583, -0.053, -0.007], [-0.260, 0.380, 0.403], [2.197, -0.945, 0.205], [-2.408, 1.086, -0.355], [-0.015, 0.256, -0.533], [0.063, -0.146, 0.704], [0.120, -0.803, 0.206], [0.259, 0.431, 0.067], [-0.007, 0.317, -0.195], [-0.227, -0.252, -0.178], [0.134, -0.419, 0.483], [0.552, -0.382, 1.092], [0.256, 0.038, -0.176], [0.444, 0.064, 0.053], [0.130, -0.254, -0.710], [-0.458, 0.263, 0.293], [-0.700, 0.289, -0.147], [-1.476, -1.036, -0.532], [0.275, 0.460, 0.299], [-0.282, 0.457, 0.100], [-0.158, -0.145, -0.055], [0.027, 0.084, 0.224], [-0.064, -0.224, 0.221], [0.167, -0.178, -0.072], [-0.274, -0.016, -0.154], [0.228, 0.006, -0.075], [0.234, -0.202, -0.437], [-0.581, 0.359, -0.694], [0.008, 0.280, -0.112], [0.152, 0.323, -0.195], [-0.186, 0.115, -0.138], [-0.133, 0.035, 0.200], [0.238, -0.277, 0.087], [0.296, -0.236, -0.473], [-0.204, 0.071, 0.139]]}

=====

(2)
{"formula": "C21H16AuBrClIN4O2", "method": "ωB97M-V with the def2-TZVPD basis set", "s2": 2.0111, "de_lowest_ev": 0.491, "homo_ev": [-7.10, -7.22], "e_tot_ev": -126446.7142, "multiplicity": 3, "gap_ev": [6.534, 6.104], "elements": ["Au", "Cl", "C", "C", "C", "I", "C", "O", "C", "N", "C", "C", "C", "C", "H", "H", "H", "H", "Br", "C", "C", "C", "C", "C", "N", "H", "H", "H", "H", "C", "H", "H", "N", "C", "O", "C", "C", "C", "N", "C", "C", "H", "H", "H", "H", "H", "H"], "xyz": [[-1.5541, -0.4505, 0.1372], [3.6197, 3.0662, -4.4663], [2.3095, 2.2542, -3.6550], [1.0268, 2.5713, -3.9795], [-0.0480, 1.9340, -3.3456], [-1.9366, 2.5653, -3.9987], [0.0860, 0.9534, -2.3567], [-0.9351, 0.3835, -1.7979], [1.4673, 0.6020, -2.0600], [1.6783, -0.4078, -1.1871], [2.9015, -0.7692, -0.8995], [4.0454, -0.1535, -1.4344], [3.8682, 0.8598, -2.3283], [2.5629, 1.2569, -2.6910], [0.8385, 3.3256, -4.7302], [3.0120, -1.5979, -0.2054], [5.0332, -0.4845, -1.1439], [4.7105, 1.3644, -2.7807], [-3.3676, -2.9325, 1.8097], [-4.7068, -0.9935, -0.1889], [-5.9598, -1.2009, -0.7182], [-6.1292, -0.8528, -2.0503], [-5.0419, -0.3678, -2.7686], [-3.8203, -0.2419, -2.1378], [-3.6646, -0.5520, -0.8397], [-6.7635, -1.6056, -0.1197], [-7.0961, -0.9662, -2.5241], [-5.1337, -0.0974, -3.8110], [-2.9257, 0.0928, -2.6382], [-2.3047, -1.2953, 1.9344], [-2.9253, -0.5680, 2.4536], [-1.4955, -1.5981, 2.5875], [3.3941, 0.4364, 5.4505], [3.0329, -0.6716, 4.7572], [3.4685, -1.7733, 5.0178], [2.0553, -0.4769, 3.6276], [1.3268, 0.6822, 3.4002], [0.4553, 0.7302, 2.3256], [0.3042, -0.2837, 1.4806], [1.0047, -1.3996, 1.6886], [1.8731, -1.5401, 2.7515], [4.0590, 0.3192, 6.1956], [3.1083, 1.3636, 5.2012], [1.4079, 1.5502, 4.0401], [-0.1292, 1.6188, 2.1214], [0.8639, -2.1928, 0.9654], [2.4237, -2.4566, 2.9108]], "forces_ev_per_a": [[-0.016, -0.263, 0.204], [0.029, 0.009, 0.023], [-0.138, 0.065, -0.069], [0.188, -0.004, 0.026], [-0.266, 0.012, 0.050], [-0.009, -0.164, 0.213], [-0.021, 0.150, -0.085], [-0.021, 0.050, 0.120], [0.159, -0.036, -0.083], [-0.155, -0.182, 0.186], [-0.062, -0.011, 0.001], [0.020, 0.041, -0.014], [-0.001, -0.012, -0.020], [-0.005, -0.082, 0.113], [-0.020, -0.007, -0.004], [0.027, 0.002, 0.010], [-0.007, -0.015, -0.001], [0.015, -0.017, 0.004], [-0.001, 0.043, -0.138], [0.134, 0.123, -0.281], [-0.154, -0.046, 0.243], [0.124, 0.015, -0.032], [-0.047, -0.011, 0.036], [0.001, -0.040, -0.220], [-0.140, -0.053, 0.069], [-0.003, 0.031, -0.004], [-0.004, -0.019, 0.004], [0.019, 0.000, 0.004], [0.049, 0.091, -0.059], [0.011, 0.056, -0.173], [-0.069, -0.036, -0.061], [0.097, 0.113, 0.013], [-0.022, -0.012, 0.038], [0.071, 0.049, 0.089], [-0.029, -0.012, -0.021], [-0.126, -0.007, -0.192], [0.105, 0.007, 0.101], [0.015, 0.107, -0.121], [0.246, 0.100, 0.069], [0.030, -0.005, -0.066], [0.104, -0.004, 0.047], [0.006, 0.001, -0.008], [0.008, -0.011, -0.039], [-0.050, -0.002, 0.002], [-0.026, -0.015, 0.024], [-0.055, 0.005, 0.015], [-0.014, -0.002, -0.013]]}

=====

(3)
{"formula": "C21H16BrCl5IrN3", "method": "ωB97M-V with the def2-TZVPD basis set", "de_lowest_ev": 0.000, "homo_ev": -14.35, "e_tot_ev": -161983.9484, "multiplicity": 1, "charge": 2, "gap_ev": 6.920, "elements": ["Ir", "Cl", "C", "Cl", "H", "H", "N", "C", "C", "C", "C", "C", "C", "C", "C", "C", "C", "C", "C", "C", "H", "H", "H", "H", "H", "H", "H", "H", "H", "H", "Br", "C", "C", "C", "C", "C", "N", "H", "H", "H", "H", "Cl", "C", "Cl", "Cl", "C", "N"], "xyz": [[1.6369, 0.4794, 0.3317], [3.9318, 1.0077, -0.9618], [3.6096, 2.7146, -0.5660], [1.9314, 2.8504, 0.0805], [3.6766, 3.3137, -1.4667], [4.2950, 3.0315, 0.2111], [-0.1021, 0.5799, -0.1077], [-1.3262, 0.6507, -0.4170], [-2.3794, 0.9880, 0.5610], [-2.0979, 1.0228, 1.9292], [-3.0737, 1.4036, 2.8289], [-4.3350, 1.7720, 2.3721], [-4.6095, 1.7742, 1.0132], [-3.6368, 1.3871, 0.1054], [-1.6172, 0.4049, -1.8600], [-2.6397, -0.4774, -2.2037], [-2.8737, -0.7616, -3.5398], [-2.1017, -0.1638, -4.5268], [-1.0831, 0.7144, -4.1811], [-0.8307, 0.9908, -2.8477], [-1.1112, 0.7637, 2.2857], [-2.8550, 1.4224, 3.8879], [-5.0982, 2.0705, 3.0779], [-5.5811, 2.0841, 0.6543], [-3.8553, 1.4144, -0.9524], [-3.2407, -0.9457, -1.4352], [-3.6662, -1.4464, -3.8093], [-2.2984, -0.3779, -5.5686], [-0.4925, 1.1903, -4.9522], [-0.0479, 1.6879, -2.5748], [0.4341, -1.6950, 2.8034], [1.0186, -2.3961, 1.1714], [0.9594, -3.7677, 0.9811], [1.4536, -4.3071, -0.1899], [1.9980, -3.4602, -1.1464], [2.0100, -2.1099, -0.8983], [1.5288, -1.5713, 0.2460], [0.5383, -4.3880, 1.7583], [1.4179, -5.3760, -0.3524], [2.3960, -3.8335, -2.0785], [2.3809, -1.4095, -1.6330], [5.3732, -1.0835, 4.0540], [4.5316, 0.4610, 4.0036], [3.4756, 0.6701, 5.3965], [5.6604, 1.8061, 3.8423], [3.6776, 0.4601, 2.8033], [3.0180, 0.4544, 1.8707]], "forces_ev_per_a": [[-0.383, -0.167, 0.279], [0.019, 0.060, -0.038], [0.001, -0.016, -0.013], [0.080, 0.129, -0.017], [-0.001, 0.004, 0.003], [-0.002, 0.014, -0.003], [0.313, -0.232, -0.308], [-0.094, 0.175, 0.124], [0.044, 0.041, -0.022], [0.014, -0.002, 0.021], [0.000, -0.004, 0.002], [0.014, -0.002, -0.013], [-0.008, -0.004, 0.000], [-0.030, -0.032, -0.022], [0.028, -0.007, -0.005], [0.028, -0.049, -0.006], [-0.003, 0.003, 0.004], [0.005, 0.005, 0.005], [-0.007, 0.000, -0.010], [-0.018, 0.054, 0.001], [0.036, -0.067, 0.002], [-0.001, 0.000, -0.002], [0.000, 0.002, 0.000], [-0.002, -0.002, 0.004], [0.009, -0.001, 0.001], [0.000, 0.005, 0.005], [0.000, 0.002, -0.003], [-0.001, -0.001, 0.000], [-0.001, 0.000, 0.000], [-0.001, -0.003, 0.007], [-0.040, 0.057, 0.010], [0.143, 0.014, 0.049], [-0.015, 0.015, 0.036], [0.006, -0.019, -0.005], [-0.001, 0.020, -0.011], [-0.155, -0.033, -0.035], [0.015, 0.037, -0.021], [-0.002, -0.006, -0.007], [-0.002, 0.000, -0.001], [0.001, -0.006, 0.004], [0.015, 0.010, -0.005], [-0.004, 0.001, -0.004], [-0.003, -0.001, 0.035], [0.004, -0.002, -0.008], [-0.006, -0.004, -0.003], [0.033, -0.048, -0.041], [-0.029, 0.061, 0.010]]}

=====

(4)
{"formula": "C21H16CaIN4O6Se", "method": "ωB97M-V with the def2-TZVPD basis set", "de_lowest_ev": 1.459, "homo_ev": -4.95, "e_tot_ev": -132176.2977, "multiplicity": 1, "charge": -1, "gap_ev": 7.075, "elements": ["Ca", "O", "C", "O", "C", "C", "C", "C", "C", "N", "C", "O", "O", "H", "H", "H", "C", "N", "C", "Se", "N", "C", "C", "C", "C", "C", "C", "H", "H", "H", "H", "H", "H", "H", "H", "O", "C", "O", "H", "I", "C", "C", "C", "C", "N", "C", "H", "H", "H", "H"], "xyz": [[0.7651, -0.0203, 0.6543], [-2.5585, -2.4943, 1.6462], [-1.5564, -1.9564, 1.1976], [-1.3136, -0.6813, 1.1197], [-0.4364, -2.8392, 0.6019], [-0.5656, -4.1713, 0.2688], [0.5225, -4.7909, -0.3425], [1.7054, -4.0904, -0.5812], [1.7566, -2.7621, -0.2125], [0.6925, -2.1861, 0.3459], [2.9817, -1.8256, -0.3838], [4.0319, -2.3371, -0.7534], [2.7420, -0.5935, -0.0824], [-1.5007, -4.6812, 0.4585], [0.4410, -5.8261, -0.6573], [2.5702, -4.5451, -1.0464], [-0.3684, 0.3810, -4.4462], [-1.1543, 0.5628, -3.2406], [-1.5426, -0.4531, -2.4088], [-1.3186, -2.2508, -2.7019], [-2.2191, 0.1403, -1.3829], [-2.2032, 1.5268, -1.5394], [-2.7313, 2.5342, -0.7551], [-2.5305, 3.8429, -1.1798], [-1.8217, 4.1193, -2.3508], [-1.3123, 3.0925, -3.1417], [-1.5320, 1.7972, -2.7123], [-0.6635, -0.5518, -4.9143], [0.6933, 0.3318, -4.2115], [-0.5613, 1.2137, -5.1200], [-2.3695, -0.3255, -0.4955], [-3.2542, 2.3049, 0.1670], [-2.9245, 4.6618, -0.5889], [-1.6482, 5.1488, -2.6410], [-0.7448, 3.3042, -4.0393], [0.7104, 1.9899, 1.6178], [0.5203, 2.4441, 0.4412], [0.4641, 1.7377, -0.6219], [0.3899, 3.5244, 0.3317], [-1.0333, 0.7220, 5.8446], [0.6165, 0.4620, 4.6092], [1.6584, 1.3766, 4.6171], [2.7524, 1.1460, 3.7979], [2.7523, 0.0221, 2.9933], [1.7431, -0.8571, 2.9772], [0.6894, -0.6468, 3.7773], [1.6121, 2.2571, 5.2448], [3.5814, 1.8389, 3.7756], [3.5674, -0.2035, 2.3166], [-0.0955, -1.3935, 3.7473]], "forces_ev_per_a": [[0.199, 0.415, 0.481], [0.103, 0.001, -0.012], [0.137, 0.233, -0.225], [-0.716, -1.191, 0.251], [0.171, 0.399, -0.001], [0.126, -0.309, 0.001], [-0.013, 0.063, -0.011], [-0.112, -0.296, -0.030], [-0.214, 0.376, 0.225], [-0.033, -1.525, -0.238], [-0.264, 0.268, 0.200], [-0.044, 0.107, -0.013], [0.880, -1.240, -0.513], [0.052, -0.007, -0.011], [0.021, 0.033, 0.058], [-0.049, -0.003, 0.007], [-0.151, 0.054, 0.199], [0.194, -0.030, -0.035], [-0.376, 0.424, -0.157], [0.031, 0.364, 0.020], [0.309, 0.387, -0.518], [-0.535, -0.524, 0.549], [-0.057, 0.102, 0.146], [0.007, -0.078, 0.019], [0.071, -0.146, -0.063], [-0.036, 0.187, -0.002], [0.253, -0.329, -0.539], [-0.040, -0.099, -0.040], [0.071, 0.031, 0.036], [-0.003, 0.005, 0.000], [-0.001, -0.064, 0.152], [0.048, 0.035, -0.079], [0.043, -0.048, -0.013], [-0.048, -0.044, -0.013], [-0.029, 0.000, 0.043], [-0.211, 1.177, -0.934], [0.065, -0.571, -0.028], [0.062, 1.465, 0.782], [-0.022, 0.311, -0.043], [-0.089, 0.027, 0.022], [0.156, -0.065, -0.034], [0.007, -0.034, -0.036], [-0.103, 0.031, 0.182], [-0.120, -0.306, 0.108], [-0.135, 0.179, 0.282], [0.457, 0.069, -0.063], [-0.004, -0.024, -0.008], [0.009, 0.013, -0.026], [0.004, 0.085, -0.049], [-0.073, 0.090, -0.032]]}